(1)
ORCA calculation (ωB97M-V/def2-TZVPD) on a cluster of 6 separate species, C28H78N14O4P4 in total.

Atoms and positions in Å:
C (0.3092, -16.1469, -5.4646)
N (0.6227, -17.2226, -6.4377)
C (-0.0828, -18.4487, -6.1007)
P (0.9952, -16.8010, -8.0873)
O (-0.0998, -15.9857, -8.7548)
N (2.6014, -16.1543, -8.0276)
C (3.5767, -16.5198, -7.0383)
C (2.9150, -14.9181, -8.8094)
N (1.2607, -18.2538, -8.9623)
C (2.4110, -19.1346, -8.6920)
C (0.1998, -18.8294, -9.7131)
H (1.0487, -16.1127, -4.6645)
H (-0.6144, -16.3688, -4.9300)
H (0.2341, -15.1945, -5.9894)
H (0.0099, -18.7268, -5.0509)
H (0.2172, -19.2963, -6.7169)
H (-1.1205, -18.3222, -6.4093)
H (4.4823, -16.9803, -7.4332)
H (4.0326, -15.6940, -6.4922)
H (3.1128, -17.2243, -6.3479)
H (2.9186, -15.1392, -9.8768)
H (2.2326, -14.1513, -8.4427)
H (3.9020, -14.4987, -8.6146)
H (2.9459, -18.8237, -7.7946)
H (2.0510, -20.1609, -8.6196)
H (3.0857, -18.9799, -9.5340)
H (-0.3047, -19.5887, -9.1156)
H (0.5143, -19.1491, -10.7066)
H (-0.5812, -18.1148, -9.9730)
C (13.8841, -21.7422, 1.0421)
N (14.2309, -20.8204, -0.0877)
C (15.6060, -21.0066, -0.5611)
P (13.0417, -19.5705, -0.4869)
O (11.7340, -19.8320, 0.1165)
N (13.8393, -18.1748, 0.1509)
C (13.3830, -17.5548, 1.3667)
C (14.8895, -17.5152, -0.5649)
N (12.9878, -19.3813, -2.2181)
C (12.2762, -18.2619, -2.8811)
C (13.1307, -20.5503, -3.0931)
H (12.8266, -21.6994, 1.3031)
H (14.3185, -21.3564, 1.9643)
H (14.1845, -22.7592, 0.7899)
H (16.2975, -20.2262, -0.2434)
H (15.6001, -21.0410, -1.6506)
H (16.0123, -21.9316, -0.1518)
H (13.7954, -16.5545, 1.4987)
H (12.2970, -17.4858, 1.4304)
H (13.7410, -18.1123, 2.2321)
H (15.1710, -18.0116, -1.4936)
H (14.5830, -16.5000, -0.8168)
H (15.8147, -17.5588, 0.0097)
H (12.6192, -17.3595, -2.3750)
H (12.6350, -18.2966, -3.9097)
H (11.1938, -18.3905, -2.8752)
H (12.1894, -20.8293, -3.5667)
H (13.4739, -21.4287, -2.5465)
H (13.8895, -20.4153, -3.8638)
C (9.3962, -25.9828, -11.5145)
N (9.1478, -24.7553, -12.2833)
C (9.0675, -23.5780, -11.4171)
P (8.7603, -24.7489, -13.9400)
O (8.5167, -26.0634, -14.6030)
N (7.4242, -23.6573, -14.1261)
C (6.1899, -23.9909, -13.4206)
C (7.2128, -23.1022, -15.4717)
N (10.0833, -23.8786, -14.5958)
C (10.3811, -22.5288, -14.1775)
C (11.2843, -24.7082, -14.8519)
H (10.4156, -25.9641, -11.1291)
H (9.0596, -26.8703, -12.0504)
H (8.7435, -25.8475, -10.6521)
H (8.2297, -23.6481, -10.7233)
H (8.9413, -22.6770, -12.0174)
H (10.0406, -23.6888, -10.9387)
H (5.5659, -24.7508, -13.8910)
H (6.4538, -24.2486, -12.3949)
H (5.6108, -23.0721, -13.3283)
H (6.5336, -23.6736, -16.1044)
H (6.6831, -22.1524, -15.3989)
H (8.1534, -22.8151, -15.9419)
H (11.0455, -21.9707, -14.8372)
H (9.4514, -21.9615, -14.1336)
H (10.8508, -22.5658, -13.1947)
H (11.9093, -24.7870, -13.9624)
H (11.8574, -24.2215, -15.6410)
H (10.9606, -25.7265, -15.0674)
C (13.4358, -29.3844, -2.2910)
N (12.0231, -29.7419, -2.2106)
C (11.4526, -28.9977, -1.0829)
P (11.5651, -31.3881, -2.3886)
O (12.2172, -32.2673, -1.3839)
N (9.8447, -31.4623, -2.2885)
C (8.9998, -30.9169, -3.3016)
C (9.1794, -31.8821, -1.1236)
N (11.8586, -31.7749, -3.9970)
C (12.2410, -33.1282, -4.3765)
C (11.4708, -30.8822, -5.0971)
H (13.5305, -28.3163, -2.4866)
H (13.9307, -29.8207, -3.1587)
H (13.9183, -29.7811, -1.3978)
H (11.8447, -29.5273, -0.2146)
H (10.3719, -29.1403, -1.0824)
H (11.6622, -27.9286, -1.1177)
H (7.9973, -30.5866, -3.0299)
H (9.4204, -29.9937, -3.7002)
H (8.8059, -31.6790, -4.0563)
H (9.0927, -31.0673, -0.4048)
H (8.1403, -32.1552, -1.3073)
H (9.7145, -32.7290, -0.6942)
H (11.4660, -33.8131, -4.0325)
H (12.1882, -33.2116, -5.4620)
H (13.2169, -33.3808, -3.9620)
H (10.5423, -31.2111, -5.5638)
H (12.3150, -30.8464, -5.7858)
H (11.3349, -29.8548, -4.7595)
C (2.4457, -24.5646, -4.7586)
C (3.3832, -25.4817, -5.4584)
N (4.1807, -26.1479, -6.0263)
H (2.5648, -24.7454, -3.6903)
H (1.4080, -24.7917, -5.0032)
H (2.6893, -23.5385, -5.0342)
C (8.4779, -24.4181, -2.8646)
C (7.9441, -23.4217, -3.8059)
N (7.5724, -22.6189, -4.5498)
H (8.3194, -24.0671, -1.8449)
H (9.5035, -24.6190, -3.1743)
H (7.8652, -25.3021, -3.0414)

Cartesian forces (eV/Å) of the 2 atoms listed first:
C 0.378 -0.433 -0.561
N 0.859 0.395 -0.556



(2)
ORCA calculation (ωB97M-V/def2-TZVPD) on a cluster of 12 separate species, C28H79N4O12 in total.

Atoms and positions in Å:
C (0.6976, -2.8917, 0.3975)
O (0.7406, -2.0050, -0.7840)
C (-0.6321, -1.4660, -1.0623)
C (-1.0265, -0.2211, -0.0710)
C (-2.6191, 0.1710, -0.0461)
N (-3.4184, -1.1134, 0.0176)
C (-3.8100, -1.9945, 1.1909)
N (-4.5872, -3.2173, 0.7136)
C (-4.5852, -2.9215, -0.7824)
N (-5.1773, -3.8044, -1.6569)
N (-3.8850, -1.6475, -1.2041)
H (1.8184, -3.0741, 0.7375)
H (0.2102, -3.9417, 0.2001)
H (0.1512, -2.4096, 1.3297)
H (-1.3474, -2.3961, -1.0001)
H (-0.6441, -1.0393, -2.1770)
H (-0.6246, -0.3858, 1.0377)
H (-0.4534, 0.7509, -0.4591)
H (-2.7914, 0.7871, 0.9612)
H (-2.8585, 0.8594, -0.9625)
H (-3.5696, -1.8024, 2.3237)
H (-4.9379, -4.8327, -1.5302)
H (-5.8002, -3.5544, -2.4578)
H (-3.7301, -1.2220, -2.1445)
C (-4.0132, 4.8321, -1.0949)
C (-4.2537, 3.3387, -1.0191)
O (-4.1242, 2.8940, 0.3233)
H (-3.0143, 5.0805, -0.7217)
H (-4.1049, 5.1902, -2.1242)
H (-4.7306, 5.3723, -0.4685)
H (-3.5212, 2.8015, -1.6289)
H (-5.2553, 3.0836, -1.3785)
H (-4.7845, 3.3707, 0.8549)
C (1.1845, 5.9212, -1.1559)
C (-0.1661, 5.7708, -0.4871)
O (-1.1989, 6.1276, -1.3941)
H (1.3339, 6.9519, -1.4938)
H (1.9920, 5.6542, -0.4684)
H (1.2509, 5.2825, -2.0427)
H (-0.2364, 6.4268, 0.3856)
H (-0.3285, 4.7400, -0.1579)
H (-1.1331, 5.5338, -2.1615)
C (2.0248, 5.9179, -5.4829)
C (0.8660, 4.9697, -5.2543)
O (-0.2710, 5.6926, -4.8057)
H (2.2718, 6.4531, -4.5603)
H (2.9108, 5.3756, -5.8249)
H (1.7644, 6.6747, -6.2301)
H (1.1224, 4.2288, -4.4913)
H (0.6045, 4.4402, -6.1754)
H (-0.4956, 6.3420, -5.4938)
C (4.7343, -1.7041, -1.0547)
C (4.5192, -0.9861, 0.2614)
O (5.0927, -1.7357, 1.3224)
H (4.2845, -2.7020, -1.0266)
H (4.2940, -1.1413, -1.8825)
H (5.8026, -1.8418, -1.2508)
H (3.4504, -0.8701, 0.4641)
H (4.9773, 0.0076, 0.2459)
H (6.0432, -1.8258, 1.1372)
C (5.1241, 3.2236, 0.1589)
C (4.5002, 4.3896, -0.5795)
O (4.0472, 5.3648, 0.3481)
H (4.3999, 2.7695, 0.8430)
H (5.4745, 2.4607, -0.5420)
H (5.9704, 3.5586, 0.7675)
H (3.6417, 4.0543, -1.1689)
H (5.2219, 4.8572, -1.2562)
H (4.8183, 5.6622, 0.8607)
C (1.3608, 9.7667, -8.0353)
C (0.9403, 8.5964, -8.9000)
O (-0.1075, 7.8770, -8.2665)
H (1.6975, 9.4182, -7.0535)
H (2.1711, 10.3292, -8.5075)
H (0.5172, 10.4426, -7.8612)
H (1.7801, 7.9123, -9.0532)
H (0.5900, 8.9376, -9.8790)
H (-0.8514, 8.4911, -8.1426)
C (6.7300, -4.9211, 3.1690)
C (5.4472, -4.7037, 3.9444)
O (5.3114, -3.3311, 4.2823)
H (7.5952, -4.6019, 3.7592)
H (6.8521, -5.9752, 2.9046)
H (6.7335, -4.3246, 2.2508)
H (5.4573, -5.2842, 4.8716)
H (4.5764, -5.0083, 3.3559)
H (5.2950, -2.8251, 3.4519)
C (-5.1688, -3.6001, 6.0383)
C (-4.6225, -2.5641, 5.0779)
O (-3.7492, -3.1815, 4.1437)
H (-4.3529, -4.0972, 6.5730)
H (-5.8406, -3.1396, 6.7680)
H (-5.7163, -4.3790, 5.4976)
H (-4.0577, -1.7998, 5.6199)
H (-5.4316, -2.0716, 4.5299)
H (-4.2624, -3.8525, 3.6619)
C (6.7363, -0.3531, 5.2736)
C (7.7413, 0.4823, 4.5080)
O (7.4997, 0.3737, 3.1128)
H (6.7997, -1.4036, 4.9717)
H (6.9117, -0.2838, 6.3508)
H (5.7148, -0.0216, 5.0607)
H (8.7592, 0.1338, 4.7064)
H (7.6754, 1.5362, 4.7948)
H (6.5965, 0.6935, 2.9460)
C (-8.1332, -7.7079, 3.8691)
C (-6.8879, -7.2529, 4.6013)
O (-7.2344, -6.7572, 5.8861)
H (-8.8415, -6.8797, 3.7632)
H (-7.8838, -8.0888, 2.8748)
H (-8.6463, -8.4959, 4.4301)
H (-6.3904, -6.4506, 4.0486)
H (-6.1801, -8.0787, 4.7227)
H (-7.6679, -7.4797, 6.3719)
C (-1.8568, -7.0923, -1.5098)
C (-3.2074, -7.2426, -0.8410)
O (-4.2402, -6.8859, -1.7480)
H (-1.7074, -6.0616, -1.8478)
H (-1.0493, -7.3593, -0.8223)
H (-1.7904, -7.7309, -2.3967)
H (-3.2777, -6.5867, 0.0316)
H (-3.3698, -8.2735, -0.5118)
H (-4.1744, -7.4796, -2.5154)

Cartesian forces (eV/Å) of the 2 atoms listed first:
C 0.825 -0.299 1.126
O -2.455 -0.029 1.197

Values from the calculation:
**Charge**: +1



Strongest force on any atom for every record listed, in sequence, given in eV Å⁻¹: 4.2 8.7.
Energy relative to the best compared isomer or geometry (same formula, charge and spin) for every record listed, in sequence, given in eV: 0.830 3.283.
HOMO energy for every record listed, in sequence, given in eV: -8.268 -11.232.